(1)
A structure of composition C10H10AuN2O4S at a distorted geometry. Source: the OMol25 dataset; level of theory: ωB97M-V/def2-TZVPD.

Summary:
- HOMO-LUMO gap (alpha / beta) (hartree) = 0.298 / 0.163
- highest occupied orbital energy (alpha / beta) (hartree) = -0.732 / -0.740
- <S²> = 2.025
- max |F| (eV/Å) = 6.215

ORCA input file:
```
! RIJCOSX wB97M-V def2-TZVPD def2/J DEFGRID3
* xyz 3 3
Au 0.05155 0.92131 -1.50838
C 0.28549 1.94212 1.92530
O 0.17741 2.46111 2.94957
C 0.01466 2.91230 -1.54599
O -0.03502 3.88420 -0.93280
C -1.77868 0.84877 -0.74556
O -2.73533 1.17474 -0.20234
C 2.33317 1.34659 -1.10959
O 3.16505 1.35059 -0.31618
C 0.11005 -0.19881 -4.18041
H 1.03793 -0.75397 -4.10591
H -0.81471 -0.75519 -4.07841
C 0.10656 1.12772 -4.50773
H -0.82207 1.67204 -4.65981
H 1.03269 1.66804 -4.68583
C 1.72000 -1.55830 2.28711
N 0.25759 -1.47996 2.18313
C -0.61337 -1.68695 3.24387
C -1.88014 -1.56538 2.78815
N -1.77374 -1.25556 1.45488
C -0.48774 -1.23309 1.05758
S 0.08155 -1.31402 -0.58234
H 2.08223 -2.32274 1.60436
H 2.16847 -0.59358 2.05041
H 1.94570 -1.82820 3.31248
H -0.25019 -1.91562 4.21674
H -2.82107 -1.70549 3.27757
H -2.55805 -1.14265 0.81015
*
```

=====

(2)
A structure of composition C5H12NO7V at a distorted geometry. Source: the OMol25 dataset; level of theory: ωB97M-V/def2-TZVPD.

Summary:
- HOMO-LUMO gap (hartree) = 0.217
- highest occupied orbital energy (hartree) = -0.025
- energy relative to the best compared isomer or geometry (same formula, charge and spin) (kcal/mol) = 15.4
- max |F| (eV/Å) = 3.471

ORCA input file:
```
! RIJCOSX wB97M-V def2-TZVPD def2/J DEFGRID3
* xyz -2 1
O 0.64908 0.94751 -0.20657
V -0.92336 0.59765 -0.08410
O -1.82907 1.83415 0.27695
O -1.75703 -1.42944 -0.62592
C -1.58015 -2.22080 0.55226
C -1.39674 -1.55954 1.98150
O -0.79348 -0.25295 2.13760
H -0.66568 -2.80730 0.46361
H -2.32726 -3.01407 0.57809
H -0.80409 -2.18875 2.64554
H -2.39897 -1.57384 2.40979
C -0.68852 3.55206 -2.54437
C -0.88452 2.18698 -3.32086
O -1.25009 1.11864 -2.42697
H -1.68967 3.76826 -2.17146
H -0.42746 4.42079 -3.14875
H -0.04285 3.47427 -1.66964
H 0.05405 1.89990 -3.79496
H -1.54664 2.13891 -4.18537
C 2.39984 -1.12680 1.66196
N 3.57479 -2.01202 2.15407
O 4.53127 -2.08200 1.38782
O 3.37513 -2.64828 3.18932
H 2.57272 -0.73138 0.66103
H 2.28042 -0.46824 2.52228
H 1.56831 -1.82369 1.55715
*
```

=====

(3)
The molecule C5H9N at a distorted geometry. Source: the OMol25 dataset; level of theory: ωB97M-V/def2-TZVPD.

Summary:
- SMILES = C=C/C(C)=C/N
- HOMO-LUMO gap (hartree) = 0.314
- highest occupied orbital energy (hartree) = -0.278
- energy relative to the best compared isomer or geometry (same formula, charge and spin) (kcal/mol) = 33.7
- max |F| (eV/Å) = 2.843

ORCA input file:
```
! RIJCOSX wB97M-V def2-TZVPD def2/J DEFGRID3
* xyz 0 1
C -0.72203 0.93161 0.96625
N -1.93338 -1.35576 -0.23533
C -0.61313 -0.98279 -0.62069
C 0.05466 -0.00107 0.06508
C 1.35724 0.29575 -0.44377
C 2.25771 1.17430 0.07124
H -0.01869 1.72391 1.21068
H -1.18752 0.42064 1.80925
H -1.53540 1.34280 0.36628
H -1.89499 -1.32396 0.77345
H -2.06503 -2.32861 -0.50473
H -0.18416 -1.41485 -1.51440
H 1.74970 -0.31224 -1.25087
H 2.18819 1.71573 1.00165
H 3.06058 1.40321 -0.62109
*
```

=====

(4)
A cluster of 2 separate species, C9H6NS in total at a distorted geometry. Source: the OMol25 dataset; level of theory: ωB97M-V/def2-TZVPD.

Summary:
- HOMO-LUMO gap (alpha / beta) (hartree) = 0.208 / 0.207
- highest occupied orbital energy (alpha / beta) (hartree) = -0.443 / -0.442
- energy relative to the best compared isomer or geometry (same formula, charge and spin) (kcal/mol) = 36.2
- max |F| (eV/Å) = 5.126

ORCA input file:
```
! RIJCOSX wB97M-V def2-TZVPD def2/J DEFGRID3
* xyz 1 1
C 4.00101 0.03741 -0.43552
C 5.21735 0.01995 -0.10890
C 2.81414 0.51112 -0.69734
C -2.27377 0.62244 0.22292
C -1.19223 1.48422 -0.09140
C -2.06694 -0.81846 0.11594
C 0.05310 0.96633 -0.39969
C -0.87590 -1.31268 -0.10563
C 0.29408 -0.42841 -0.42531
N 1.35567 -1.05090 -0.56463
S 6.84315 -0.10866 0.30684
H -3.26273 0.74418 0.54971
H -1.24778 2.55323 0.06698
H -2.91840 -1.41118 0.49350
H 0.69098 1.62933 -0.76703
H -0.62648 -2.39895 -0.30302
H 6.41270 -1.23992 1.14014
*
```

=====

Please write out number 4 again, unchanged.
A cluster of 2 separate species, C9H6NS in total at a distorted geometry. Source: the OMol25 dataset; level of theory: ωB97M-V/def2-TZVPD.

Summary:
- HOMO-LUMO gap (alpha / beta) (hartree) = 0.208 / 0.207
- highest occupied orbital energy (alpha / beta) (hartree) = -0.443 / -0.442
- energy relative to the best compared isomer or geometry (same formula, charge and spin) (kcal/mol) = 36.2
- max |F| (eV/Å) = 5.126

ORCA input file:
```
! RIJCOSX wB97M-V def2-TZVPD def2/J DEFGRID3
* xyz 1 1
C 4.00101 0.03741 -0.43552
C 5.21735 0.01995 -0.10890
C 2.81414 0.51112 -0.69734
C -2.27377 0.62244 0.22292
C -1.19223 1.48422 -0.09140
C -2.06694 -0.81846 0.11594
C 0.05310 0.96633 -0.39969
C -0.87590 -1.31268 -0.10563
C 0.29408 -0.42841 -0.42531
N 1.35567 -1.05090 -0.56463
S 6.84315 -0.10866 0.30684
H -3.26273 0.74418 0.54971
H -1.24778 2.55323 0.06698
H -2.91840 -1.41118 0.49350
H 0.69098 1.62933 -0.76703
H -0.62648 -2.39895 -0.30302
H 6.41270 -1.23992 1.14014
*
```